[1]
Computed, not measured: a molecular structure, C6H10N at a distorted geometry, with ωB97M-V/def2-TZVPD.

## Properties
Highest occupied orbital energy (spin up / spin down) ... -0.49816 / -0.49819 hartree
Total charge ... +1
Lowest unoccupied orbital energy (spin up / spin down) ... -0.16837 / -0.16838 Eh

Element x y z (Å)
C 0.57345 -1.44499 0.10149
C 1.72864 -1.04585 -0.46234
C 1.82931 -0.00268 -1.49582
C 1.15437 0.47388 -0.27940
C -0.43833 0.25526 1.60124
C -1.27949 -0.01735 -0.65635
N -0.11902 -0.16017 0.23255
H 0.26044 -2.35238 0.57843
H 2.79339 0.46129 -1.65989
H 1.31442 -0.25752 -2.41509
H 1.61710 1.18854 0.37945
H -0.73321 1.30440 1.61728
H -1.25934 -0.35143 1.98041
H 0.42815 0.11463 2.24628
H -1.55490 1.03412 -0.72933
H -1.03559 -0.39328 -1.64863
H -2.12133 -0.58731 -0.26568

=====

[2]
Computed, not measured: 2 unconnected molecules or ions with the total composition C7H13N3O at a distorted geometry, with ωB97M-V/def2-TZVPD.

## Properties
Highest occupied orbital energy ... -0.32375 hartree
Lowest unoccupied orbital energy ... 0.02524 Eh

Element x y z (Å)
C -1.32231 2.50560 -0.12619
C -2.21029 1.53946 0.66903
C -1.64665 0.15152 0.73964
C -2.27867 -1.02944 0.49730
N -1.65586 -2.02842 1.22698
C -0.58520 -1.39544 1.80599
N -0.51667 -0.14231 1.53758
H -1.45155 2.25160 -1.17849
H -0.33320 2.45086 0.32396
H -1.66743 3.53867 -0.02343
H -2.35303 1.94552 1.67584
H -3.24622 1.51249 0.31359
H -3.26816 -1.07371 0.07113
H -1.86006 -3.01717 1.19465
H 0.02150 -1.93826 2.51482
C 2.43060 1.13917 -0.64886
C 2.39290 -0.02277 -1.59776
N 2.80112 -1.19783 -1.02421
O 1.97479 0.04942 -2.73026
H 3.40210 1.50292 -0.30437
H 1.77271 1.17385 0.22142
H 2.22091 2.11880 -1.11743
H 2.59870 -2.07667 -1.49594
H 2.76818 -1.30762 -0.02986

=====

[3]
Computed, not measured: a molecular structure, C4H8ClNS at a distorted geometry, with ωB97M-V/def2-TZVPD.

## Properties
Highest occupied orbital energy ... -0.31452 hartree
Lowest unoccupied orbital energy ... -0.00957 Eh

Element x y z (Å)
C 2.57969 -0.36744 0.31123
C -1.83222 1.29666 0.16171
C -0.68878 -0.72102 -0.83866
C -0.69288 0.29333 0.28911
N 2.26495 -1.33412 0.97844
S 0.82379 1.29911 0.28756
Cl 3.84626 0.17413 -0.60928
H -1.79589 2.02050 0.97385
H -1.75380 1.84112 -0.78024
H -2.79256 0.78581 0.19009
H -0.47264 -0.23958 -1.79080
H -1.66046 -1.20485 -0.90599
H 0.06489 -1.48204 -0.65704
H -0.73771 -0.21304 1.25708
H 2.84736 -2.14857 1.13294

=====

[4]
Computed, not measured: 2 unconnected molecules or ions with the total composition C6H9NO3 at a distorted geometry, with ωB97M-V/def2-TZVPD.

## Properties
Highest occupied orbital energy ... -0.36357 hartree
Lowest unoccupied orbital energy ... -0.02739 Eh

Element x y z (Å)
C 1.76417 0.23298 -0.53838
C 0.97975 -0.46442 0.27252
C -0.39644 -0.78940 -0.22216
C -1.42613 0.18133 -0.35697
C -0.67050 -2.17152 0.22061
C -0.81969 2.29696 -0.08107
N -2.75403 0.00272 0.00177
O -2.99314 -0.00200 1.21912
O -3.57252 -0.05190 -0.91221
O -0.89148 -0.33577 -1.49197
H 2.80592 0.57762 -0.46803
H 1.45306 0.60597 -1.53897
H 1.36932 -0.75153 1.18350
H 0.32789 -2.58420 0.69759
H -1.10737 -2.73135 -0.60136
H -1.45036 -2.21513 1.08706
H -0.51389 2.17672 0.87594
H -1.71659 2.73218 -0.02075
H -0.14130 2.36984 -0.79315

=====

[5]
Computed, not measured: a molecular structure, C4H11N2O2 at a distorted geometry, with ωB97M-V/def2-TZVPD.

## Properties
Highest occupied orbital energy ... -0.11392 hartree
Total charge ... -1
Lowest unoccupied orbital energy ... 0.13460 Eh

Element x y z (Å)
C 0.57398 -0.07076 -1.04483
N 1.14635 -1.47378 -0.73854
C -0.09365 -2.47158 -0.79919
O -1.11751 -2.04713 -0.17198
C 0.45853 0.80549 0.23040
C -0.60187 2.16733 0.01535
O -0.13163 3.06150 1.09633
N -0.06466 -0.08280 1.32348
H 1.32011 0.42082 -1.67758
H -0.30204 -0.09808 -1.66484
H 1.52251 -1.29516 0.22861
H 0.35914 -3.52546 -0.60819
H -0.16053 -2.54451 -1.98481
H 1.51600 1.21731 0.37446
H -0.21111 2.60890 -0.90900
H -1.66448 1.56238 -0.23488
H -0.84560 2.09201 1.19476
H -0.27828 0.44410 2.33377
H -0.85641 -0.68420 1.04795

=====

[6]
Computed, not measured: a molecular structure, C25H28IrN5SSe3Te at a distorted geometry, with ωB97M-V/def2-TZVPD.

## Properties
Highest occupied orbital energy (spin up / spin down) ... -0.19554 / -0.26297 hartree
2S+1 ... 5
Lowest unoccupied orbital energy (spin up / spin down) ... 0.01756 / -0.05929 Eh

Element x y z (Å)
Ir -0.93370 -1.85080 -0.33142
C 2.60603 4.14691 0.74431
C 1.50274 4.43384 -0.23600
C 1.35606 5.69145 -0.80575
C 0.33666 5.96544 -1.70541
C -0.55266 4.96316 -2.05365
C -0.41878 3.69607 -1.50975
C 0.59995 3.42657 -0.59702
N 0.79488 2.14159 -0.04437
C -0.12197 1.10788 -0.02033
N -1.37727 1.46709 0.26859
C -2.52750 0.67828 0.48084
C -2.54111 -0.70926 0.29348
C -3.73428 -1.34452 0.66481
C -4.84719 -0.66264 1.11812
C -4.80856 0.71690 1.23427
C -3.64813 1.40191 0.92604
C -3.59575 2.89910 1.11800
N 0.25930 -0.11785 -0.22042
C 1.63225 -0.29599 -0.56978
C 2.55548 -0.56827 0.43435
C 3.88322 -0.80988 0.11465
C 4.28234 -0.78389 -1.21113
C 3.36385 -0.49005 -2.20877
C 2.03180 -0.22987 -1.91152
C 1.02850 0.09858 -2.97846
H 3.12651 5.06529 1.00792
H 3.34244 3.45362 0.32646
H 2.21068 3.69792 1.65756
H 2.05379 6.47306 -0.53066
H 0.24173 6.95444 -2.13336
H -1.35085 5.15893 -2.75752
H -1.09479 2.90852 -1.81567
H 1.75616 1.84618 0.03254
H -1.48943 2.44314 0.48506
H -3.81696 -2.42049 0.60921
H -5.74964 -1.20180 1.37822
H -5.67545 1.26356 1.58499
H -4.58315 3.26541 1.39056
H -3.29135 3.42889 0.21043
H -2.91050 3.17081 1.92745
H 2.20841 -0.60030 1.46118
H 4.59712 -1.03822 0.89552
H 5.31055 -0.99906 -1.47153
H 3.68159 -0.48807 -3.24452
H 1.41208 -0.14819 -3.96684
H 0.78206 1.16423 -2.96317
H 0.09991 -0.45332 -2.81398
Se 1.10488 -3.32636 -0.96738
Se 0.77163 -5.30338 -1.92131
Te -1.73734 -5.10751 -2.89128
Se -2.45632 -3.57195 -1.15293
S -0.57938 -2.21185 2.34056
C -0.06279 -3.81121 2.19562
N -0.84081 -4.87263 1.97884
C -0.08677 -6.11849 1.88008
C 1.36430 -5.64983 2.09921
N 1.19647 -4.22917 2.38882
H -1.80522 -4.78321 1.71488
H -0.21870 -6.57768 0.90008
H -0.41091 -6.82273 2.64796
H 1.96835 -5.79802 1.20233
H 1.84556 -6.15441 2.93708
H 1.95997 -3.57793 2.38392

=====

[7]
Computed, not measured: a single C4H6N2O molecule, with ωB97M-V/def2-TZVPD.

## Properties
Highest occupied orbital energy ... -0.32113 hartree
Lowest unoccupied orbital energy ... 0.03414 Eh

Element x y z (Å)
C -1.99523 0.12223 -0.13900
C -0.56876 -0.29480 0.05283
C 0.43035 -0.51925 -0.87280
C 1.61131 -0.18260 -0.17126
O 2.83072 -0.00863 -0.72517
N 1.39619 0.09672 1.09743
N 0.05393 -0.03678 1.22920
H -2.03658 1.17007 0.19003
H -2.73790 -0.41331 0.45353
H -2.28563 0.06681 -1.19143
H 0.34298 -0.84486 -1.90224
H 3.32986 0.53284 -0.09544
H -0.37126 0.31156 2.07432

=====

Relative energy (zero: lowest compared OMol25 entry of this formula, charge and spin): 3.925; 0.781; 1.533; 8.452; 8.154; 0.000; 1.177 (eV)